No. 1
93
Properties=species:S:1:pos:R:3:lowdin_charge:R:1 method="wB97M-V/def2-TZVPD" lumo_ev=1.71 e_above_lowest_kj_mol=0.0 charge=-1 largest_force_ha_per_bohr=0.0289 homo_energy_ha=-0.0961
Cs 0.362 1.156 0.605 0.847
C 1.074 6.417 0.631 -0.037
N 0.641 5.314 1.461 -0.139
C -0.630 5.165 1.933 -0.070
C -0.661 3.954 2.559 -0.163
N 0.561 3.347 2.458 -0.076
C 1.323 4.172 1.766 -0.531
P 3.091 3.863 1.334 1.151
C 3.328 2.403 2.399 -0.500
N 2.667 1.268 2.334 -0.055
C 3.172 0.480 3.325 -0.129
C 4.151 1.150 4.006 -0.072
N 4.248 2.376 3.407 -0.136
C 5.151 3.445 3.795 -0.046
C 3.122 3.001 -0.297 -0.526
N 3.140 1.695 -0.477 -0.020
C 3.221 1.496 -1.827 -0.145
C 3.261 2.698 -2.470 -0.065
N 3.233 3.652 -1.492 -0.139
C 3.150 5.074 -1.746 -0.040
H 0.650 7.343 1.018 0.092
H 0.751 6.253 -0.396 0.072
H 2.159 6.494 0.672 0.059
H -1.385 5.913 1.764 0.121
H -1.485 3.485 3.070 0.101
H 2.806 -0.519 3.492 0.101
H 4.778 0.879 4.837 0.108
H 5.761 3.092 4.624 0.084
H 4.595 4.324 4.116 0.084
H 5.803 3.717 2.967 0.082
H 3.227 0.506 -2.254 0.097
H 3.282 2.961 -3.513 0.120
H 3.775 5.317 -2.604 0.092
H 3.530 5.618 -0.884 0.059
H 2.117 5.357 -1.941 0.070
N -1.014 -0.906 2.899 0.164
C -1.348 -1.830 3.495 -0.151
C -1.772 -3.004 4.249 -0.217
C -1.231 -3.248 5.504 -0.036
C -1.647 -4.363 6.218 -0.080
C -2.598 -5.214 5.672 -0.086
C -3.138 -4.960 4.420 -0.066
C -2.728 -3.848 3.697 -0.020
H -0.491 -2.573 5.913 0.117
H -1.227 -4.561 7.195 0.102
H -2.922 -6.083 6.231 0.101
H -3.877 -5.626 3.994 0.107
H -3.132 -3.641 2.718 0.112
N 0.265 3.714 -1.016 0.051
C -0.465 4.064 -1.860 -0.398
N -1.165 4.540 -2.840 0.028
C -2.474 4.675 -2.728 -0.454
N -3.620 4.851 -2.723 0.052
C -0.864 -4.762 -2.067 -0.114
C -0.726 -3.625 -1.053 -0.654
C -1.696 -3.902 0.096 -0.158
C 0.669 -3.742 -0.411 -0.147
Si -0.977 -1.707 -1.619 0.784
C -2.950 -1.565 -1.950 -0.654
C -3.214 -0.342 -2.840 -0.133
C -3.710 -2.745 -2.562 -0.117
C -3.628 -1.222 -0.610 -0.146
C -0.169 -1.642 -3.455 -0.653
C 1.242 -2.242 -3.395 -0.143
C 0.046 -0.158 -3.803 -0.143
C -0.888 -2.295 -4.638 -0.115
H -0.761 -5.739 -1.566 0.071
H -0.091 -4.722 -2.836 0.052
H -1.828 -4.758 -2.577 0.057
H -1.423 -4.841 0.604 0.076
H -2.734 -3.994 -0.230 0.054
H -1.642 -3.090 0.828 0.040
H 0.810 -4.752 0.007 0.071
H 0.782 -3.021 0.404 0.057
H 1.484 -3.562 -1.110 0.048
H -2.929 -0.503 -3.880 0.052
H -2.682 0.546 -2.485 0.069
H -4.286 -0.099 -2.835 0.077
H -3.296 -3.056 -3.523 0.058
H -4.763 -2.472 -2.732 0.072
H -3.715 -3.623 -1.912 0.051
H -3.212 -0.302 -0.190 0.059
H -3.519 -1.998 0.149 0.041
H -4.706 -1.060 -0.764 0.073
H 1.814 -1.837 -2.553 0.059
H 1.790 -1.995 -4.318 0.073
H 1.244 -3.328 -3.302 0.050
H 0.629 0.351 -3.029 0.042
H -0.882 0.402 -3.918 0.056
H 0.600 -0.071 -4.751 0.074
H -1.067 -3.361 -4.486 0.059
H -0.286 -2.191 -5.554 0.072
H -1.853 -1.828 -4.843 0.052

=====

No. 2
24
Properties=species:S:1:pos:R:3:lowdin_charge:R:1 method="wB97M-V/def2-TZVPD" lumo_ev="3.81 / 3.75" e_above_lowest_kj_mol=199.1 multiplicity=2 charge=-1 largest_force_ha_per_bohr=0.0313 homo_energy_ha="-0.1265 / -0.1512"
N -1.136 0.326 -0.497 -0.077
C -0.851 0.196 0.969 -0.263
C 0.668 -0.117 1.200 -0.236
N 1.033 -1.517 1.520 -0.137
C 0.501 -2.422 0.501 -0.175
H -2.010 0.839 -0.542 0.055
H -1.084 -0.799 -2.069 -0.006
H -1.106 1.147 1.452 0.078
H -1.495 -0.595 1.369 0.086
H 1.006 -0.025 0.089 -0.019
H 1.260 0.583 1.779 0.107
H 0.846 -1.886 2.442 0.076
H 1.154 -2.497 -0.369 0.058
H 0.462 -3.425 0.952 0.067
H -0.510 -2.173 0.183 0.050
H 1.452 -0.175 -0.897 0.157
H -0.876 -1.655 -3.383 0.012
O -0.796 -1.675 -2.418 -0.126
H 0.363 4.208 0.784 -0.003
H 0.043 2.877 0.090 -0.043
O -0.119 3.394 0.944 -0.160
H 0.851 2.242 -2.089 -0.072
H -0.321 0.994 -0.857 0.007
O 0.665 2.156 -1.152 -0.434

=====

No. 3
19
Properties=species:S:1:pos:R:3:lowdin_charge:R:1 method="wB97M-V/def2-TZVPD" lumo_ev="-0.91 / -0.91" e_above_lowest_kj_mol=87.1 charge=0 largest_force_ha_per_bohr=0.0770 homo_energy_ha="-0.2924 / -0.2924"
C -2.050 2.023 1.026 -0.461
C 0.759 -0.635 1.286 -0.086
C 1.336 -1.082 -1.018 -0.119
C 0.841 1.254 -0.401 -0.091
C -1.731 -1.494 -1.180 -0.897
N 0.720 -0.130 -0.108 -0.354
O -2.329 2.699 0.143 0.194
O -1.734 1.282 1.871 0.181
Cl -2.825 -0.185 -1.541 0.504
Cl -2.428 -2.481 0.078 0.483
H -0.025 -0.288 1.942 0.048
H 0.897 -1.684 1.316 0.057
H 1.746 -0.271 1.741 0.098
H 0.850 -0.691 -1.926 0.081
H 2.371 -0.988 -0.954 0.064
H 0.980 -2.068 -0.908 0.055
H -0.174 1.688 -0.226 0.058
H 1.617 1.708 0.287 0.102
H 1.177 1.344 -1.429 0.084